## A
An isolated ion of composition C5H14N2O and charge +2, computed with the ωB97M-V functional and the def2-TZVPD basis.

Cartesian coordinates (Å):
C1 0.59492 -1.99750 1.31826
C2 -0.47607 -1.40603 0.80942
N1 -1.53555 -2.21268 0.07971
C3 -0.63467 0.07733 0.69638
C4 0.08659 0.79405 -0.42895
N2 -0.47545 2.17348 -0.69390
C5 1.58155 0.93788 -0.30539
O1 2.17915 1.77410 -1.27338
H1 1.42670 -1.44095 1.68382
H2 0.71422 -3.00789 1.68460
H3 -1.14836 -2.56770 -0.81078
H4 -2.33800 -1.60577 -0.10544
H5 -1.84905 -3.04290 0.58975
H6 -1.73224 0.23998 0.62875
H7 -0.56305 0.52797 1.69379
H8 -0.26872 0.18685 -1.29590
H9 -0.12480 2.83728 0.00115
H10 -0.08494 2.49679 -1.62281
H11 -1.50927 2.23572 -0.82150
H12 1.81683 1.65329 0.52056
H13 2.10521 -0.00535 -0.19991
H14 2.23498 1.35206 -2.14825

As for the SMILES: C=C([NH3+])C[C@@H]([NH3+])CO. Its LUMO energy is -7.1 eV. As for the HOMO energy: -18.500 eV. Its molar mass is 118.18 g mol⁻¹. As for the charge: +2.

=====

## B
A 2-piece molecular cluster, C5H14N2O overall, computed with the ωB97M-V functional and the def2-TZVPD basis.

Cartesian coordinates (Å):
C1 -1.48918 1.08568 -0.27452
C2 -0.97161 -0.02661 0.59182
C3 -1.99881 -0.39859 -0.31223
C4 2.18305 1.26821 -0.40849
C5 1.93308 -0.19679 -0.17520
N1 -3.43755 -0.88000 -0.04812
N2 2.36886 -0.60331 1.20347
O1 1.79208 -1.14569 -1.06413
H1 -2.10006 1.91116 -0.01938
H2 -0.77080 1.33445 -1.24013
H3 -0.60396 -0.12772 1.65758
H4 -1.78863 -0.97511 -1.20816
H5 1.48349 1.68485 -1.21056
H6 1.97631 1.77944 0.45001
H7 3.23768 1.32276 -0.58036
H8 -3.87332 -0.79804 0.95889
H9 -3.75435 -1.91711 -0.23304
H10 -4.12462 -0.26739 -0.67312
H11 3.38131 -0.72920 1.30894
H12 2.08573 0.22028 1.76093
H13 2.04323 -1.57386 1.35522
H14 2.42808 -0.96742 -1.83944

Its LUMO energy (spin up / spin down) is -8.0 / -7.0 eV. As for the HOMO energy (spin up / spin down): -15.590 / -16.386 eV. Its molar mass is 118.18 g mol⁻¹. As for the charge: +2.

=====

Most stable structure - A; separation to the second - 0.1620 hartree.

=====

## A
A 9-piece molecular cluster, H16IO8 overall, computed with the ωB97M-V functional and the def2-TZVPD basis.

Cartesian coordinates (Å):
I1 0.10225 -0.01438 -0.08640
O1 3.31959 -1.52749 0.72516
H1 2.45673 -1.13447 0.56982
H2 3.17422 -1.84228 1.59417
O2 -1.68445 3.16887 0.78105
H3 -1.36249 4.07021 0.72838
H4 -1.05141 2.59237 0.43548
O3 -0.75695 1.85470 -2.85736
H5 -1.16945 1.22219 -3.43204
H6 -0.74852 1.35052 -2.03743
O4 -0.52104 -2.31944 -2.72439
H7 -0.98153 -2.97052 -2.16427
H8 -0.52930 -1.47781 -2.31736
O5 -2.52174 -2.41135 -0.41385
H9 -1.83094 -2.66177 0.15649
H10 -2.36372 -1.47156 -0.55560
O6 1.53614 0.90534 2.92959
H11 0.93036 0.56222 2.26779
H12 1.10331 0.70215 3.80970
O7 -0.90094 -1.37086 2.91202
H13 -0.99049 -0.76790 2.11592
H14 -1.45458 -1.08855 3.59205
O8 2.39875 1.78637 -1.91147
H15 2.02750 1.53778 -2.78022
H16 1.81870 1.30566 -1.33724

Its LUMO energy is 2.9 eV. As for the HOMO energy: -6.034 eV. Its molar mass is 271.02 g mol⁻¹. As for the charge: -1.

=====

## B
H16IO8 as an isolated structure, computed with the ωB97M-V functional and the def2-TZVPD basis.

Cartesian coordinates (Å):
I1 -71.61462 -28.42392 25.16331
O1 -71.09185 -28.47310 28.63620
H1 -71.02605 -28.57889 27.71510
H2 -71.92901 -28.36824 28.92058
O2 -75.28507 -28.81117 25.13448
H3 -75.76564 -28.02090 24.88595
H4 -74.28579 -28.57510 24.86506
O3 -72.90223 -25.69079 27.53260
H5 -72.59032 -26.36852 26.84612
H6 -72.13415 -25.21418 27.56518
O4 -71.89442 -30.53605 27.12213
H7 -71.76456 -29.75266 26.50049
H8 -72.66311 -30.85213 26.76898
O5 -70.41776 -24.86667 24.62780
H9 -70.80398 -24.29753 23.85068
H10 -70.75222 -25.68570 24.67739
O6 -73.21832 -31.59316 24.22051
H11 -72.48421 -30.96262 24.20119
H12 -72.76678 -32.49523 23.95400
O7 -68.19497 -28.81269 23.50592
H13 -68.21638 -29.61018 24.04487
H14 -68.96772 -28.48319 23.79856
O8 -70.35110 -31.68038 24.85360
H15 -69.72962 -32.30582 25.40639
H16 -70.93796 -31.17552 25.45366

Its LUMO energy is 2.9 eV. As for the HOMO energy: -5.837 eV. Its molar mass is 271.02 g mol⁻¹. As for the charge: -1.

=====

Most stable structure - A; separation to the second - 0.0756 hartree.